Below is a cluster of 2 separate species, C6H10O in total, with properties calculated with ωB97M-V with the def2-TZVPD basis set.

The geometry in XYZ format:
```
17
C6H10O ωB97M-V with the def2-TZVPD basis set
H -1.548 -0.226 -1.970
H 2.585 1.143 0.123
C -1.448 0.105 -0.930
C -1.234 -1.105 -0.044
H 2.685 -0.246 -1.002
H -1.843 0.435 2.196
C 2.288 0.103 -0.041
C 0.783 0.065 0.020
H 0.455 -1.996 0.960
H 2.728 -0.520 0.749
H -1.334 0.830 1.828
H -2.044 -1.774 0.238
C -0.144 0.868 -0.799
H -2.334 0.698 -0.672
C 0.020 -1.175 0.397
H 0.196 1.539 -1.586
O 0.187 1.255 0.531
```

Values from the calculation:
- Orbital gap: 10.42 eV
- Highest occupied orbital energy: -9.3 eV
- SMILES: C[C@]12C=CC[C@H]1O2.[H][H]
- Net charge: 0
- Spin multiplicity: 1

Below is a cluster of 2 separate species, C4H8O2 in total, with properties calculated with ωB97M-V with the def2-TZVPD basis set.

The geometry in XYZ format:
```
14
C4H8O2 ωB97M-V with the def2-TZVPD basis set
H -1.534 -0.949 0.000
C 2.802 0.461 -1.132
C 1.522 0.381 -0.759
H -3.198 -1.179 0.248
H 3.488 -0.405 -0.897
H -2.783 0.000 2.832
C -2.210 0.092 1.798
O -1.410 1.050 1.712
O 3.278 1.370 -2.008
H -1.946 -1.975 1.293
H 2.461 1.579 -2.597
H 0.673 1.192 -1.043
H 1.173 -0.547 -0.277
C -2.314 -1.068 0.832
```

Values from the calculation:
- Orbital gap: 9.97 eV
- Highest occupied orbital energy: -9.1 eV
- SMILES: C=CO.CC=O
- Net charge: 0
- Spin multiplicity: 1

Below is a structure of composition C22H38N3P2Sn, with properties calculated with ωB97M-V with the def2-TZVPD basis set.

The geometry in XYZ format:
```
66
C22H38N3P2Sn ωB97M-V with the def2-TZVPD basis set
H 3.799 1.527 -0.218
C 1.952 -2.296 3.471
C 2.735 1.314 -0.055
H -3.738 -0.883 -0.921
H -4.102 0.178 2.032
H -0.015 -3.210 -0.838
H -0.635 4.174 -0.671
C -1.265 1.538 -5.473
H -1.986 -1.587 -4.378
H 4.562 -1.655 2.818
H 1.587 4.462 -0.991
H 0.875 -2.090 3.511
H 2.434 -1.695 4.251
H -1.163 -3.894 0.307
N -0.468 1.907 -1.934
C -3.858 -1.578 -0.084
H 1.756 3.019 -2.005
H -1.983 -0.237 -6.458
C -0.737 3.764 0.337
C -3.094 0.098 1.606
C -0.892 -0.206 -0.841
H 4.249 -3.310 2.281
H -2.384 0.351 2.402
H -3.785 -2.597 -0.478
H 4.472 -2.023 1.089
H -0.392 4.525 1.043
H 1.964 -3.890 1.195
C 1.824 -2.818 1.016
H -2.416 -2.167 3.023
P -1.049 -1.471 0.507
H 2.040 4.314 1.552
C -0.866 2.092 -4.256
H 2.213 -2.596 0.015
H 3.609 3.596 1.181
H -1.744 -3.153 -1.184
Sn 0.333 0.083 1.763
C 4.036 -2.257 2.067
C -1.272 -0.001 -3.132
H 2.384 0.755 -0.930
N -1.287 -0.760 -2.025
H -2.968 -3.363 1.842
N 2.308 -0.570 1.799
C 2.552 3.364 1.358
C 1.938 2.617 0.151
C 2.530 -1.987 2.089
H -4.885 -1.458 0.283
H -4.120 -2.240 2.564
C 2.107 3.504 -1.090
C -0.863 1.342 -3.086
C -0.457 1.146 -0.802
H 2.096 -3.351 3.730
C -1.002 -3.064 -0.387
H -1.805 3.611 0.521
H 3.166 3.740 -1.254
C -1.669 0.211 -5.519
H 0.745 -2.624 1.004
H -0.259 0.240 3.403
H -1.257 2.143 -6.376
H -0.546 3.131 -4.216
H 2.665 0.649 0.814
C -2.847 -1.316 1.041
H -3.018 0.867 0.830
P 0.165 2.196 0.598
H 2.500 2.766 2.276
C -3.097 -2.329 2.179
C -1.670 -0.547 -4.347
```

Values from the calculation:
- Orbital gap (alpha / beta): 5.29 / 5.28 eV
- Highest occupied orbital energy (alpha / beta): -9.6 / -9.6 eV
- Net charge: +1
- Spin multiplicity: 1

Below is a cluster of 2 separate species, C4H9NO in total, with properties calculated with ωB97M-V with the def2-TZVPD basis set.

The geometry in XYZ format:
```
15
C4H9NO ωB97M-V with the def2-TZVPD basis set
H 1.096 -2.970 1.232
C -0.686 0.667 -0.995
H 1.268 -1.940 -0.320
C 1.100 -1.982 0.759
C -1.409 1.122 0.268
H -2.475 1.280 0.077
N 0.926 -0.891 1.381
H -0.992 2.066 0.638
H 1.221 1.541 -0.247
H -0.969 1.312 -1.840
H -0.954 -0.355 -1.286
O 1.567 0.055 -1.570
H 0.786 -1.055 2.380
C 0.822 0.748 -0.913
H -1.302 0.382 1.065
```

Values from the calculation:
- Orbital gap: 10.58 eV
- Highest occupied orbital energy: -9.5 eV
- SMILES: CCC=O.C=N
- Net charge: 0
- Spin multiplicity: 1

Number 1: E -8429.032 eV. Number 2: E -8370.242 eV. Number 3: E -52299.587 eV. Number 4: E -7830.358 eV.